Molecular formula: C20H23BN8SbSe4SiV
Method: DFT, wB97M-V/def2-TZVPD

Last column: Mulliken charge in e.
Geometry (Å):
Sb 2.547 -2.245 -4.965  0.96
Se 4.695 -1.919 -4.065  -0.37
Se 1.082 -1.463 -2.402  -0.19
Se 1.092 -1.075 -6.336  -0.39
Se 2.397 -4.531 -4.179  -0.23
V -0.094 -0.678 -0.765  -0.23
Si 1.501 1.327 -1.494  0.80
N 0.538 -1.362 1.040  -0.56
N -1.744 -1.912 -0.958  -0.75
N -0.310 -0.308 1.433  1.42
N -2.341 -0.316 3.458  -1.00
N -2.273 -1.598 0.257  1.08
N -1.577 0.717 -1.302  -0.71
N -2.114 0.869 -0.062  1.26
N -2.787 -0.090 2.194  0.12
C 4.939 0.284 1.481  -0.41
C 1.504 -1.410 1.943  -0.49
C 0.670 2.889 -0.904  -1.35
C -3.205 -2.521 0.581  -0.11
C -3.055 2.385 -1.372  -1.24
C 2.108 1.545 -3.239  -0.96
C 0.183 0.229 2.571  -0.34
C -4.146 0.057 2.192  -0.42
C 3.713 -0.234 -0.521  -0.14
C -3.408 -0.277 4.228  -0.24
C 3.024 1.598 0.869  -0.28
C -4.582 -0.046 3.482  -1.00
C 4.759 -0.499 0.346  -0.86
C 1.321 -0.450 2.935  -1.00
C -2.328 -3.019 -1.376  -0.11
C -3.273 -3.444 -0.436  -1.21
C -2.128 1.621 -2.092  -0.38
C 2.831 0.824 -0.281  0.74
C -3.013 1.878 -0.093  -0.31
C 4.071 1.334 1.741  -0.89
B -1.914 -0.272 0.995  0.54
H 5.761 0.080 2.155  0.42
H 3.009 0.945 -3.396  0.27
H 4.210 1.950 2.620  0.45
H -3.664 3.192 -1.736  0.45
H 3.603 -0.856 -1.402  0.01
H -3.549 2.172 0.792  0.73
H -3.304 -0.416 5.292  0.48
H 2.367 2.595 -3.398  0.39
H 1.456 3.644 -0.806  0.57
H 1.952 -0.261 3.784  0.47
H 5.441 -1.312 0.132  0.47
H -2.039 -3.463 -2.315  0.54
H -3.917 -4.303 -0.496  0.43
H 2.312 -2.114 1.821  0.51
H -5.594 0.030 3.839  0.44
H -4.695 0.204 1.276  0.67
H -3.747 -2.458 1.510  0.50
H 0.166 2.793 0.059  0.29
H 2.365 2.430 1.084  0.38
H -1.837 1.688 -3.128  0.56
H 1.379 1.257 -3.998  0.28
H -0.307 1.062 3.042  0.59
H -0.050 3.255 -1.633  0.36

Cartesian forces, eV/Å:
0.194 -0.134 -0.278
0.172 0.060 0.050
-0.547 0.715 1.000
-0.126 0.078 -0.187
-0.032 -0.087 -0.025
1.622 -1.934 -1.629
0.181 -0.011 -0.258
-0.870 0.795 -0.187
0.054 0.818 0.604
-0.684 -0.046 -0.143
0.000 -0.034 -0.015
-0.276 -0.028 0.079
0.405 -0.189 0.651
-0.364 0.050 0.231
-0.069 0.027 0.035
-0.016 0.030 0.009
0.217 -0.237 -0.209
-0.130 -0.089 0.011
0.087 -0.118 0.135
0.028 -0.027 0.045
0.026 0.052 0.054
0.134 0.188 -0.006
0.021 0.025 0.013
0.102 -0.025 -0.010
0.005 -0.011 0.015
-0.025 0.012 0.018
-0.017 -0.006 -0.027
0.004 -0.004 -0.015
-0.090 0.061 -0.018
0.113 -0.079 -0.079
0.022 0.068 0.025
0.060 -0.028 -0.073
-0.217 0.040 0.102
0.074 0.144 -0.026
0.020 -0.028 0.006
0.017 0.003 0.076
-0.005 -0.005 0.008
-0.027 -0.029 -0.018
0.009 0.013 -0.008
-0.009 0.003 -0.005
-0.016 -0.003 -0.025
-0.003 0.003 -0.002
0.009 -0.002 0.008
0.029 -0.001 0.005
0.005 0.010 -0.007
0.000 0.001 0.012
-0.002 0.001 0.000
-0.010 0.016 -0.006
-0.006 -0.008 -0.006
0.019 0.033 -0.036
-0.006 0.004 0.003
-0.009 -0.016 0.002
0.006 -0.013 0.008
-0.004 -0.011 0.000
-0.004 -0.011 0.003
0.005 0.003 0.001
-0.041 0.009 0.028
-0.047 -0.064 0.063
0.011 0.016 -0.004

Output
Frontier orbital gap (spin up / spin down)   6.8720 / 6.0958 eV
Multiplicity   2
<S²>   0.761
Total charge   +1
ΔE to the lowest compared entry with this formula, charge and spin   0.000 eV